Entry from the OMol25 dataset: a molecular structure, C60H102F16N17O35S16 at a distorted geometry (ωB97M-V with the def2-TZVPD basis set).

XYZ file:
```
246
C60H102F16N17O35S16 (ωB97M-V with the def2-TZVPD basis set)
C 0.16 -3.30 -2.73
C -1.05 -2.40 -2.39
N -1.25 -1.87 -1.02
C -2.53 -1.21 -0.88
C -1.14 -3.00 -0.02
C -1.99 -4.26 -0.33
C -0.17 -0.96 -0.63
C -0.23 0.47 -1.17
O -0.83 1.30 -0.18
C -0.90 2.62 -0.59
H -0.15 -3.85 -3.62
H 0.42 -4.03 -1.94
H 1.02 -2.67 -2.95
H -2.03 -2.86 -2.52
H -1.03 -1.52 -3.04
H -2.55 -0.24 -1.38
H -2.65 -1.11 0.20
H -3.31 -1.92 -1.17
H -1.47 -2.52 0.90
H -0.11 -3.35 0.02
H -1.93 -4.86 0.59
H -1.60 -4.90 -1.15
H -3.02 -4.06 -0.60
H 0.79 -1.37 -1.01
H -0.18 -0.90 0.48
H -0.74 0.50 -2.15
H 0.80 0.88 -1.35
H -1.76 2.74 -1.26
H 0.04 2.93 -1.10
H -1.11 3.25 0.28
C -1.22 6.65 -2.04
C -0.20 7.69 -2.20
N 0.45 7.91 -3.55
C 0.86 6.65 -4.14
C -0.68 8.49 -4.42
C -0.38 8.65 -5.93
C 1.54 8.89 -3.53
C 1.38 10.19 -2.90
O 1.32 10.19 -1.47
C 2.59 10.10 -0.82
H -1.49 6.58 -0.99
H -0.82 5.66 -2.31
H -2.16 6.78 -2.59
H 0.59 7.43 -1.51
H -0.58 8.68 -1.95
H -0.05 6.10 -4.39
H 1.49 6.09 -3.45
H 1.34 6.83 -5.12
H -0.94 9.47 -4.00
H -1.51 7.81 -4.30
H 0.63 8.89 -6.19
H -0.99 9.45 -6.35
H -0.61 7.75 -6.51
H 1.83 8.88 -4.57
H 2.35 8.38 -2.98
H 0.51 10.73 -3.27
H 2.29 10.77 -3.18
H 2.44 10.39 0.22
H 3.32 10.78 -1.28
H 3.01 9.08 -0.82
C -2.58 -7.72 6.79
C -1.41 -8.08 5.89
N -1.65 -8.10 4.38
C -2.71 -9.14 4.14
C -2.12 -6.78 3.91
C -1.20 -5.61 4.09
C -0.36 -8.60 3.70
C -0.29 -8.60 2.20
O -0.19 -7.32 1.71
C -0.12 -7.34 0.24
H -2.98 -6.73 6.61
H -2.22 -7.66 7.82
H -3.40 -8.43 6.86
H -1.16 -9.10 6.16
H -0.56 -7.43 6.09
H -3.70 -8.75 4.36
H -2.47 -10.00 4.79
H -2.69 -9.47 3.09
H -3.05 -6.70 4.47
H -2.42 -6.90 2.87
H -0.36 -5.70 3.39
H -0.89 -5.42 5.11
H -1.81 -4.76 3.74
H -0.19 -9.61 4.08
H 0.42 -7.93 4.08
H -1.15 -9.12 1.70
H 0.60 -9.21 1.94
H 0.66 -8.03 -0.11
H 0.08 -6.30 -0.04
H -1.10 -7.59 -0.18
C 9.65 7.70 6.22
N 8.49 6.83 5.75
C 8.22 5.66 6.37
C 7.16 4.87 5.95
C 6.39 5.29 4.83
C 6.75 6.49 4.18
C 7.81 7.23 4.66
C 5.30 4.56 4.30
C 4.15 5.31 3.96
C 3.05 4.67 3.50
N 3.08 3.34 3.34
C 4.23 2.63 3.53
C 5.35 3.21 4.11
C 1.74 2.69 2.95
H 10.60 7.14 6.15
H 9.44 8.04 7.22
H 9.70 8.54 5.51
H 8.77 5.46 7.28
H 6.80 4.04 6.56
H 6.26 6.84 3.28
H 8.19 8.13 4.14
H 4.10 6.37 4.15
H 2.11 5.14 3.25
H 4.14 1.61 3.23
H 6.23 2.58 4.24
H 1.88 1.63 2.70
H 1.28 3.28 2.16
H 1.14 2.74 3.89
C 0.32 -1.03 -6.95
N 1.37 -1.59 -6.06
C 2.04 -0.75 -5.22
C 2.95 -1.28 -4.29
C 3.20 -2.67 -4.28
C 2.52 -3.52 -5.18
C 1.51 -2.94 -6.00
C 4.07 -3.24 -3.30
C 5.10 -4.17 -3.69
C 5.94 -4.69 -2.75
N 5.86 -4.29 -1.47
C 4.96 -3.42 -1.02
C 4.02 -2.85 -1.93
C 6.81 -4.79 -0.45
H 0.86 -0.32 -7.59
H -0.50 -0.54 -6.43
H -0.10 -1.83 -7.57
H 1.85 0.31 -5.39
H 3.43 -0.59 -3.61
H 2.63 -4.60 -5.24
H 0.80 -3.57 -6.55
H 5.17 -4.53 -4.70
H 6.65 -5.47 -2.96
H 4.92 -3.25 0.05
H 3.21 -2.25 -1.57
H 7.32 -5.69 -0.81
H 6.33 -5.02 0.51
H 7.53 -3.98 -0.29
C -1.52 1.96 7.90
N -2.20 1.79 6.62
C -2.38 2.86 5.82
C -3.10 2.79 4.67
C -3.46 1.48 4.28
C -3.18 0.33 5.08
C -2.61 0.55 6.34
C -4.21 1.34 3.04
C -3.85 2.06 1.90
C -4.60 1.88 0.74
N -5.69 1.11 0.82
C -6.08 0.46 1.90
C -5.34 0.50 3.05
C -6.46 0.87 -0.39
H -2.28 1.92 8.69
H -1.06 2.95 7.92
H -0.76 1.21 8.11
H -1.98 3.81 6.21
H -3.31 3.72 4.17
H -3.41 -0.67 4.71
H -2.21 -0.16 7.07
H -3.01 2.73 1.88
H -4.41 2.32 -0.22
H -6.98 -0.11 1.76
H -5.73 -0.16 3.83
H -6.00 1.38 -1.23
H -7.49 1.19 -0.30
H -6.44 -0.21 -0.55
N 2.34 -8.36 -2.47
S 2.94 -6.93 -2.61
O 2.33 -5.85 -1.86
O 3.30 -6.62 -3.97
F 4.38 -7.14 -1.88
S 1.26 -9.21 -3.26
O 1.80 -9.87 -4.39
O -0.01 -8.56 -3.30
F 0.93 -10.39 -2.19
N -0.56 -5.24 -6.86
S 0.06 -6.37 -5.96
O -0.66 -7.59 -5.94
O 0.67 -5.86 -4.78
F 1.31 -6.70 -6.97
S -1.98 -4.54 -6.57
O -1.99 -3.88 -5.29
O -3.12 -5.21 -7.09
F -1.74 -3.26 -7.57
N -4.54 -2.94 4.18
S -3.99 -3.42 5.53
O -2.60 -3.12 5.74
O -4.53 -4.63 6.07
F -4.74 -2.25 6.45
S -4.20 -3.19 2.63
O -3.98 -4.60 2.43
O -3.29 -2.20 2.10
F -5.65 -2.81 1.87
N 2.64 -2.47 1.26
S 2.54 -3.78 2.15
O 1.71 -3.71 3.28
O 3.79 -4.50 2.10
F 1.69 -4.66 0.97
S 3.25 -1.07 1.49
O 4.62 -1.03 1.97
O 2.32 -0.19 2.09
F 3.24 -0.53 -0.05
N 0.13 6.45 2.71
S -1.35 5.84 2.65
O -1.45 4.42 2.45
O -2.32 6.68 2.00
F -1.63 5.99 4.29
S 1.14 7.02 1.65
O 0.76 8.20 0.99
O 1.70 5.95 0.86
F 2.31 7.40 2.70
N 0.51 2.48 -5.86
S 0.00 3.23 -7.20
O 0.49 4.55 -7.33
O -1.37 2.93 -7.50
F 0.91 2.30 -8.24
S -0.19 2.37 -4.49
O -0.92 1.13 -4.32
O -0.70 3.63 -4.02
F 1.18 2.18 -3.58
N -4.96 3.66 -2.25
S -4.47 5.04 -1.72
O -4.29 6.08 -2.71
O -3.51 4.93 -0.66
F -5.89 5.54 -1.01
S -4.31 2.76 -3.26
O -3.18 2.15 -2.64
O -4.38 3.21 -4.61
F -5.40 1.54 -3.22
N -6.67 -2.79 -3.02
S -5.66 -3.04 -1.82
O -5.56 -1.90 -0.93
O -4.42 -3.76 -2.07
F -6.52 -4.13 -0.94
S -6.73 -1.64 -3.98
O -5.50 -1.36 -4.61
O -7.62 -0.61 -3.53
F -7.54 -2.44 -5.18
```

## Properties
- LUMO level: -0.224 hartree
- Multiplicity: 1
- Calculated total energy: -377693.7237 eV
- Net charge: +1
- Orbital gap: 0.1115 Ha


Entry from the OMol25 dataset: a molecular structure, C23H26IrN4O4PS6 at a distorted geometry (ωB97M-V with the def2-TZVPD basis set).

XYZ file:
```
65
C23H26IrN4O4PS6 (ωB97M-V with the def2-TZVPD basis set)
Ir 0.40 0.54 -0.20
S 1.41 -1.18 -1.70
S 3.36 -0.95 -1.88
S 3.81 1.28 -1.75
S 2.30 2.16 -0.86
O 3.65 1.86 4.70
C 4.09 0.71 4.24
O 5.08 0.17 4.67
C 3.33 0.09 3.12
C 3.65 -1.13 2.53
N 2.77 -1.33 1.54
N 1.90 -0.33 1.44
C 2.21 0.55 2.39
C 1.33 1.76 2.51
O 1.58 2.61 3.37
O 0.38 1.81 1.69
H 2.82 2.21 4.22
H 4.43 -1.82 2.75
H 2.68 -2.12 0.92
S -1.04 -1.47 0.68
C -2.10 -1.12 2.00
S -1.14 -0.65 3.31
C -3.46 -1.35 1.96
C -4.31 -1.17 3.06
N -5.05 -1.06 3.94
C -4.09 -1.82 0.81
N -4.64 -2.22 -0.12
C -0.30 3.75 -2.77
C -1.05 2.45 -3.06
C -2.26 2.72 -3.94
C -0.11 1.51 -3.81
P -1.51 1.61 -1.41
C -2.66 0.31 -2.01
C -4.05 0.35 -2.02
C -4.79 -0.67 -2.58
C -4.17 -1.77 -3.14
C -2.79 -1.84 -3.11
C -2.05 -0.83 -2.54
C -2.50 2.80 -0.31
C -3.65 3.58 -0.95
C -1.55 3.83 0.32
C -3.00 1.88 0.81
H 0.25 4.07 -3.66
H 0.43 3.61 -1.97
H -0.98 4.55 -2.50
H -1.93 3.10 -4.91
H -2.92 3.46 -3.50
H -2.83 1.81 -4.11
H 0.35 2.04 -4.65
H -0.63 0.64 -4.20
H 0.70 1.16 -3.17
H -4.59 1.17 -1.57
H -5.87 -0.61 -2.57
H -4.75 -2.57 -3.57
H -2.28 -2.71 -3.50
H -0.98 -0.93 -2.47
H -3.26 4.41 -1.55
H -4.26 4.01 -0.16
H -4.29 2.98 -1.58
H -1.14 4.51 -0.42
H -0.73 3.35 0.84
H -2.11 4.43 1.04
H -3.58 1.04 0.44
H -3.60 2.43 1.53
H -2.13 1.49 1.35
```

## Properties
- LUMO level (alpha / beta): 0.007 / -0.022 hartree
- Multiplicity: 2
- Expectation value of S²: 0.76
- ΔE to the lowest compared entry with this formula, charge and spin: 309.40 kJ/mol
- Calculated total energy: -115565.7913 eV
- Net charge: -1
- Orbital gap (alpha / beta): 0.1632 / 0.1336 Ha


Entry from the OMol25 dataset: a molecular structure, C10H14BFIrN6 at a distorted geometry (ωB97M-V with the def2-TZVPD basis set).

XYZ file:
```
33
C10H14BFIrN6 (ωB97M-V with the def2-TZVPD basis set)
H -0.33 2.29 2.67
N 0.01 1.40 0.79
B 0.66 0.66 -1.52
N 0.51 1.79 -0.43
C 0.81 3.10 -0.34
Ir -0.75 -0.40 1.27
H 1.23 3.60 -1.20
C 0.50 3.55 0.94
H 0.60 4.52 1.37
C -0.01 2.44 1.64
H 1.08 1.08 -2.54
C -1.32 -2.03 2.01
H -1.43 -1.78 3.08
H -0.56 -2.80 1.88
H -2.36 -2.05 1.55
N -0.75 -0.03 -1.63
N 1.56 -0.44 -0.87
N -1.40 -0.59 -0.49
N 1.15 -0.99 0.32
C -1.59 -0.10 -2.66
C 2.79 -0.92 -1.16
H -1.21 0.31 -3.59
H 3.26 -0.59 -2.07
C -2.77 -0.71 -2.27
C 3.18 -1.78 -0.14
C -2.63 -1.03 -0.91
C 2.13 -1.79 0.80
H -3.64 -0.92 -2.89
H 4.09 -2.34 -0.04
H -3.33 -1.47 -0.19
H 2.04 -2.24 1.78
H -1.97 0.51 1.88
F 0.44 -0.24 2.95
```

## Properties
- LUMO level (alpha / beta): -0.262 / -0.439 hartree
- Multiplicity: 6
- Expectation value of S²: 8.78
- Calculated total energy: -25745.8669 eV
- Net charge: +2
- Orbital gap (alpha / beta): 0.2344 / 0.1617 Ha


Entry from the OMol25 dataset: C5H9N3 in the gas phase at a distorted geometry (ωB97M-V with the def2-TZVPD basis set).

XYZ file:
```
17
C5H9N3 (ωB97M-V with the def2-TZVPD basis set)
C -3.09 -0.43 -0.29
N -2.29 0.61 -0.40
N -0.95 0.49 -0.17
C -0.50 -0.29 0.81
N 0.74 -0.45 1.03
C 1.63 0.03 0.13
C 2.14 1.26 -0.01
C 2.22 -1.10 -0.72
H -4.12 -0.10 -0.43
H -2.91 -1.44 -0.03
H -0.42 1.40 -0.42
H -1.18 -0.86 1.45
H 2.83 1.54 -0.89
H 1.98 2.27 0.61
H 2.74 -0.67 -1.76
H 1.27 -1.76 -1.05
H 2.93 -1.74 -0.10
```

## Properties
- LUMO level: 0.030 hartree
- Multiplicity: 1
- ΔE to the lowest compared entry with this formula, charge and spin: 377.69 kJ/mol
- Calculated total energy: -9797.5524 eV
- Net charge: 0
- Orbital gap: 0.3490 Ha


Entry from the OMol25 dataset: C10H11NP2 in the gas phase at a distorted geometry (ωB97M-V with the def2-TZVPD basis set).

XYZ file:
```
24
C10H11NP2 (ωB97M-V with the def2-TZVPD basis set)
P 4.69 0.06 0.36
C 3.17 -0.72 0.07
C 2.32 -1.75 0.23
C 0.93 -1.61 0.19
N 0.47 -0.36 -0.16
C 1.08 0.75 -0.44
P 0.26 2.33 -0.90
C -0.94 -0.38 -0.13
C -1.43 -0.42 1.18
C -2.79 -0.43 1.44
C -3.68 -0.40 0.39
C -3.17 -0.43 -0.88
C -1.84 -0.29 -1.19
H 4.44 1.22 1.15
H 4.97 0.85 -1.00
H 2.76 -2.69 0.55
H 0.25 -2.34 0.31
H 1.48 3.03 -0.97
H 0.09 2.98 0.45
H -0.67 -0.66 1.82
H -3.08 -0.18 2.43
H -4.77 -0.64 0.52
H -3.86 -0.60 -1.62
H -1.65 -0.40 -2.21
```

## Properties
- LUMO level (alpha / beta): -0.013 / -0.013 hartree
- Multiplicity: 1
- ΔE to the lowest compared entry with this formula, charge and spin: 481.28 kJ/mol
- Calculated total energy: -30608.0304 eV
- Net charge: 0
- Orbital gap (alpha / beta): 0.2450 / 0.2450 Ha


Entry from the OMol25 dataset: C3H6N2O2 in the gas phase (ωB97M-V with the def2-TZVPD basis set).

XYZ file:
```
13
C3H6N2O2 (ωB97M-V with the def2-TZVPD basis set)
H -2.26 0.07 -1.54
N -1.42 0.12 -0.96
C -1.67 -0.31 0.21
O -0.77 -0.37 1.20
C 0.29 0.56 1.29
C 1.25 0.74 0.34
N 1.21 -0.52 -0.69
O 2.15 1.53 0.09
H -2.63 -0.72 0.54
H 0.26 1.16 2.19
H 2.08 -0.50 -1.22
H 0.37 -0.41 -1.29
H 1.13 -1.38 -0.15
```

## Properties
- LUMO level: 0.022 hartree
- Multiplicity: 1
- ΔE to the lowest compared entry with this formula, charge and spin: 318.89 kJ/mol
- Calculated total energy: -10281.4924 eV
- Net charge: 0
- Orbital gap: 0.2972 Ha


What did the fourth record say?
Entry from the OMol25 dataset: C5H9N3 in the gas phase at a distorted geometry (ωB97M-V with the def2-TZVPD basis set).

XYZ file:
```
17
C5H9N3 (ωB97M-V with the def2-TZVPD basis set)
C -3.09 -0.43 -0.29
N -2.29 0.61 -0.40
N -0.95 0.49 -0.17
C -0.50 -0.29 0.81
N 0.74 -0.45 1.03
C 1.63 0.03 0.13
C 2.14 1.26 -0.01
C 2.22 -1.10 -0.72
H -4.12 -0.10 -0.43
H -2.91 -1.44 -0.03
H -0.42 1.40 -0.42
H -1.18 -0.86 1.45
H 2.83 1.54 -0.89
H 1.98 2.27 0.61
H 2.74 -0.67 -1.76
H 1.27 -1.76 -1.05
H 2.93 -1.74 -0.10
```

## Properties
- LUMO level: 0.030 hartree
- Multiplicity: 1
- ΔE to the lowest compared entry with this formula, charge and spin: 377.69 kJ/mol
- Calculated total energy: -9797.5524 eV
- Net charge: 0
- Orbital gap: 0.3490 Ha